[1]
A 14-piece molecular cluster, C26H80N10O14 overall at a distorted geometry. Source: the Open Molecules 2025 dataset; level of theory: ωB97M-V with the def2-TZVPD basis set.

```
130
Properties=species:S:1:pos:R:3:forces:R:3
C 3.95964 0.20422 0.36738 -0.853 -0.006 0.543
O 3.87920 1.54851 -0.07260 1.774 -1.326 -1.370
H 4.16813 0.15746 1.43721 0.371 -0.147 0.054
H 4.69300 -0.34220 -0.19427 0.342 -0.176 -0.300
H 2.96366 -0.27164 0.26932 0.458 -0.056 -0.282
H 3.23227 1.86930 0.49995 -1.974 1.747 1.269
C -2.91460 -1.38079 -3.24991 -2.775 0.819 -1.489
O -2.33627 -0.84659 -2.08618 0.168 -0.480 -0.363
H -2.32273 -1.36741 -4.13356 1.066 0.681 -0.600
H -3.85923 -0.80286 -3.48197 1.066 -0.469 0.169
H -3.23821 -2.41149 -3.22851 -0.110 -0.469 1.007
H -1.85007 -1.61714 -1.78754 0.782 -0.213 0.951
C 2.16676 -3.26268 -0.06557 -0.197 -0.484 -0.698
O 2.05022 -3.47089 1.30553 0.266 -0.011 1.496
H 2.71843 -4.04742 -0.52705 1.215 -0.328 -0.402
H 2.48016 -2.27477 -0.34295 0.577 0.222 0.249
H 1.20632 -3.40925 -0.43800 -1.817 0.167 -1.233
H 2.02245 -4.42104 1.44294 0.084 0.015 0.183
C -2.67338 3.26738 1.80244 6.151 1.445 2.612
O -1.43569 3.57240 2.28318 -6.255 -1.302 -2.385
N -3.79019 3.88365 2.14902 -0.240 2.427 1.812
N -2.91685 2.31171 0.91808 0.569 -2.913 -0.810
H -3.59670 4.61465 2.85194 -0.876 -0.655 -0.573
H -4.67605 3.40348 2.07569 0.141 0.384 0.303
H -2.13678 1.60007 0.88897 -1.443 0.933 0.171
H -3.91766 2.11808 0.58036 1.741 -0.302 1.027
C -2.10280 2.79921 -2.62717 2.040 -1.955 -7.197
O -1.76499 2.37504 -3.92044 -1.710 1.865 6.998
N -1.85109 3.98642 -2.19402 2.634 3.286 -2.353
N -2.69542 2.08236 -1.70265 -1.804 -3.323 1.341
H -1.12225 4.49150 -2.72236 -1.116 0.042 0.706
H -2.22761 4.27875 -1.34748 -0.104 0.829 1.539
H -2.50024 1.12715 -1.93431 -0.330 -0.991 0.077
H -2.79949 2.24195 -0.63357 1.458 0.775 -2.668
C -5.73887 0.53703 -0.54591 -6.048 -5.242 2.145
O -7.01854 0.21959 -0.01329 6.988 2.069 -2.639
N -4.89811 -0.42832 -0.97216 -2.712 -1.474 0.940
N -5.20793 1.70500 -0.62111 0.663 5.837 0.214
H -5.37159 -1.33817 -0.87611 1.078 0.120 -0.461
H -3.98632 -0.32102 -1.37490 0.219 -0.026 -0.123
H -5.75239 2.44332 -0.14113 0.251 -0.502 -1.126
H -4.42078 1.97868 -1.31678 -1.668 -0.675 0.970
C -3.47902 -3.17301 0.49154 -5.633 -0.123 -3.732
O -4.54875 -3.30892 -0.43202 6.069 0.241 4.923
N -3.06195 -2.04581 0.98945 -1.583 4.911 -1.638
N -2.75667 -4.12259 1.06264 -1.198 -7.323 -0.547
H -3.52723 -1.17840 0.64201 0.467 -1.134 0.212
H -2.47278 -1.89534 1.77499 0.430 -0.454 0.656
H -1.85439 -4.11020 1.47445 0.500 1.027 0.415
H -3.08613 -5.15347 0.98750 0.547 2.673 -0.196
C 3.48206 -1.90352 4.47881 5.371 6.877 -2.521
O 4.10143 -0.83046 3.87803 -3.277 -4.894 2.439
N 3.71635 -2.14012 5.74416 0.215 -1.173 4.223
N 2.81239 -2.81166 3.87217 -4.017 -2.603 -3.651
H 4.40037 -1.61162 6.27169 -0.315 0.154 -0.568
H 3.38638 -2.99756 6.23821 0.428 1.180 -0.972
H 2.48122 -2.66526 2.86994 0.929 -0.177 1.703
H 2.15854 -3.41547 4.40149 1.045 0.642 -0.439
C 0.30673 1.13887 -0.80268 -1.251 -0.279 1.108
C -0.43065 0.36069 0.37516 1.192 -5.827 -9.954
C 0.26301 -0.97753 0.52989 0.466 0.127 -3.334
O -0.44277 0.89270 1.47543 -0.366 5.509 10.201
H 0.09715 0.69353 -1.77479 -0.753 0.333 0.080
H 1.34920 0.93237 -0.71398 0.991 0.280 0.439
H 0.13139 2.22584 -0.74091 0.020 -0.481 -0.324
H -1.45128 0.03955 0.09385 -0.317 0.309 -0.915
H 0.37812 -1.38815 -0.47531 -0.214 -0.302 0.089
H -0.30436 -1.64917 1.07560 -1.201 -1.383 1.278
H 1.25827 -0.95844 0.89120 0.880 0.582 0.824
H -0.55539 0.20244 2.15974 -0.095 0.942 0.025
C 3.41710 5.87576 -1.38231 -1.627 1.872 1.429
C 3.51276 4.69997 -2.23872 -0.066 -2.520 6.548
C 2.41271 3.72080 -2.16440 -1.962 -0.985 0.760
O 3.72630 5.04698 -3.42491 0.932 3.402 -8.891
H 4.14079 6.63625 -1.66021 -0.018 0.094 -0.247
H 3.55983 5.69995 -0.31579 0.038 -0.386 -0.134
H 2.38423 6.26426 -1.47958 0.446 0.397 0.018
H 4.40119 4.23265 -1.92478 1.394 -1.549 1.303
H 2.66725 2.87709 -2.78851 0.063 -0.346 -0.711
H 1.41735 4.12492 -2.50668 0.918 -0.226 0.343
H 2.30960 3.20523 -1.20689 -0.161 0.573 0.205
H 3.61163 4.29245 -3.99004 0.071 -0.237 -0.713
C 0.29384 0.25790 -4.85364 0.052 -2.132 0.112
C 1.58037 0.07442 -4.04041 -7.040 1.901 3.965
C 1.49415 -1.11621 -3.12117 2.095 0.212 0.028
O 2.66104 0.24038 -4.68189 7.145 -0.607 -4.787
H 0.16176 -0.59405 -5.51994 0.019 -0.438 -0.185
H 0.35024 1.08431 -5.51539 -0.134 1.178 -0.201
H -0.57717 0.25751 -4.19675 0.074 0.551 -0.162
H 1.61440 0.97770 -3.47401 -1.346 0.649 2.027
H 2.23877 -1.01841 -2.29945 -0.303 -0.065 -0.474
H 1.82541 -1.91209 -3.76629 -0.101 -0.996 0.068
H 0.53997 -1.29616 -2.67147 -0.653 -0.066 -0.146
H 2.82711 1.18249 -4.74063 0.390 -0.244 -0.343
C -0.57810 -2.97649 3.74520 -0.944 -0.054 4.007
C -1.09240 -1.58189 4.18097 6.265 -3.576 4.965
C 0.12684 -0.69459 4.22116 0.232 0.188 4.274
O -1.80201 -1.04175 3.29955 -6.234 3.187 -6.710
H -0.21687 -3.04312 2.78017 0.737 0.083 -2.089
H -1.42988 -3.61116 3.95273 -0.031 -0.836 -0.445
H 0.22899 -3.26179 4.47921 -0.914 0.117 -0.846
H -1.67087 -1.69963 5.11560 0.767 0.024 0.128
H 0.92894 -1.00879 4.91618 -0.500 0.242 -0.053
H -0.17256 0.32148 4.45852 0.108 0.259 0.123
H 0.58373 -0.69342 3.30972 1.143 -0.120 -2.687
H -2.58600 -0.66205 3.67804 -0.641 0.447 -0.131
C -0.22014 -4.07381 -3.39226 -1.290 0.088 -0.904
C -1.23127 -4.31003 -2.23061 1.125 -5.517 -4.493
C -0.79843 -5.58366 -1.54771 -1.831 -1.351 -0.750
O -1.10219 -3.37238 -1.39494 0.050 7.249 5.576
H -0.44195 -3.11612 -3.86662 -0.159 -0.024 -0.156
H -0.38725 -4.86378 -4.13909 0.167 0.273 0.088
H 0.85308 -4.00986 -3.18689 -0.297 -0.360 0.744
H -2.27806 -4.41979 -2.58911 0.460 -0.067 -0.352
H -1.56801 -5.95833 -0.85408 0.338 0.087 -0.065
H 0.14418 -5.51134 -1.08837 1.209 0.490 0.822
H -0.67171 -6.30197 -2.32747 -0.078 -1.030 -0.359
H -1.61450 -3.53631 -0.58310 0.301 -0.020 -0.486
C 2.24138 1.92477 3.20649 -0.765 -1.430 0.776
C 1.95250 3.13972 2.34761 2.854 2.023 8.381
C 3.11150 4.04532 2.21813 -1.203 1.645 -1.618
O 1.53541 2.77226 1.25636 -1.805 -3.072 -11.627
H 1.77439 1.95389 4.19963 0.347 0.091 -0.063
H 3.25390 1.56918 3.27840 0.761 0.411 0.261
H 1.78454 1.06067 2.68599 -0.073 0.316 0.358
H 1.10783 3.67799 2.70521 -0.432 1.239 2.153
H 4.05374 3.64473 1.98238 1.079 -1.047 -0.676
H 3.21406 4.47877 3.15209 0.401 1.444 1.820
H 2.80420 4.79897 1.44024 0.605 -0.398 0.879
H 0.82374 2.17770 1.39569 -1.380 -0.804 -0.177
```
Positions in Å, forces in eV/Å.



[2]
39
Properties=species:S:1:pos:R:3:forces:R:3 method="wB97M-V/def2-TZVPD" total_charge=-2
Pd 1.04215 -2.00713 0.64623 -0.107 0.413 0.023
S 1.95251 2.67365 -0.69599 -0.187 -0.066 0.063
C 1.22889 1.51592 0.33671 -0.133 0.044 0.082
S 1.12782 1.75410 2.04029 0.085 0.033 -0.175
S 0.46747 0.09697 -0.35891 0.249 0.379 -0.190
C 2.39168 -1.29347 3.87617 -0.003 0.104 -0.055
N 1.69343 -2.47413 3.39376 -0.183 -0.165 -0.050
C 0.52247 -2.32013 2.62613 0.434 0.246 0.152
N -0.29629 -1.27442 3.08977 -0.241 -0.031 -0.106
S -0.07104 -3.70732 1.78403 -0.283 -0.682 0.352
H 3.36235 -1.60539 4.26413 -0.002 -0.006 -0.012
H 1.83275 -0.82825 4.69109 -0.030 -0.019 -0.012
H 2.54267 -0.53717 3.09905 0.025 -0.014 0.004
H 2.29277 -3.15992 2.96057 0.048 0.066 -0.063
H 0.17381 -0.36658 2.96634 0.043 -0.044 0.012
H -1.10367 -1.23243 2.47850 0.005 -0.009 0.021
C -0.18270 -2.86974 -2.31765 -0.032 -0.068 0.034
N 0.71818 -3.92782 -1.91902 0.178 0.091 0.101
C 0.17845 -5.24460 -1.70528 -0.090 -0.006 -0.035
C 1.98462 -3.65695 -1.49367 -0.144 -0.042 -0.409
O 2.79503 -4.51160 -1.18941 0.129 -0.081 0.086
H -1.07367 -2.87678 -1.68431 0.003 0.035 -0.007
H -0.47787 -2.99024 -3.36746 -0.045 -0.008 0.022
H 0.29481 -1.89775 -2.19135 0.026 0.002 -0.029
H -0.77687 -5.16202 -1.17877 0.017 -0.020 0.003
H 0.87716 -5.80724 -1.09113 0.011 -0.011 -0.010
H 0.02158 -5.77974 -2.65039 -0.030 0.002 0.005
H 2.21998 -2.58009 -1.54008 0.100 0.014 0.087
C 5.29864 1.60369 -0.82974 -0.034 0.193 -0.146
N 4.72546 1.09429 0.39009 0.176 -0.174 0.082
C 4.54961 2.00390 1.50393 -0.183 0.088 0.048
C 4.34106 -0.16635 0.45913 -0.109 0.097 0.055
N 4.01817 -1.27681 0.51289 0.117 -0.193 0.057
H 4.74444 2.49429 -1.14035 -0.033 -0.061 -0.001
H 5.21288 0.85696 -1.61550 -0.007 0.000 0.004
H 6.35662 1.86437 -0.69406 0.028 -0.036 0.033
H 4.01903 2.89308 1.15407 0.072 0.011 -0.059
H 5.51860 2.26939 1.94541 0.011 -0.008 0.024
H 3.88589 1.56142 2.24348 0.119 -0.074 0.006



[3]
21
Properties=species:S:1:pos:R:3:forces:R:3 method="wB97M-V/def2-TZVPD" smiles=COCC(C)(C)C
C -0.54840 2.53137 -0.10025 -0.216 0.168 -0.976
O -0.41133 1.42396 -1.10821 0.300 0.496 0.765
C -0.71437 0.02117 -1.02324 0.119 -0.147 0.412
C 0.15100 -0.72437 0.02229 -0.118 0.012 -0.044
C -0.40382 -2.13334 0.22059 0.004 -0.075 -0.057
C 1.59934 -0.73738 -0.48563 0.028 -0.024 -0.031
C 0.03928 0.10322 1.29211 0.018 0.029 0.263
H -0.24769 2.56586 0.97859 -0.033 -0.739 -1.013
H -1.58510 2.85958 -0.08065 -0.076 0.170 -0.369
H 0.13796 3.24194 -0.53824 -0.339 0.505 -0.359
H -0.45126 -0.42152 -2.00307 -0.164 0.642 0.176
H -1.78874 -0.19542 -0.87198 0.231 0.376 0.203
H -1.41719 -2.08557 0.64049 0.173 -0.029 -0.095
H 0.21708 -2.70814 0.91746 -0.051 0.085 -0.116
H -0.45487 -2.68358 -0.72683 0.044 0.029 0.100
H 1.89014 0.27100 -0.80541 -0.022 -0.173 0.090
H 1.71109 -1.40710 -1.34822 -0.053 0.103 0.117
H 2.30113 -1.06623 0.29063 -0.174 0.013 -0.095
H -0.18310 1.08678 0.94292 0.179 -0.624 0.729
H 0.96416 0.22870 1.85904 -0.052 -0.508 0.171
H -0.80533 -0.17089 1.92760 0.201 -0.308 0.132



Record order is preserved below.
Frontier orbital gap: 8.558 5.083 10.592 eV
Record order is preserved below.
Energy above the lowest of the compared OMol25 structures with the same formula, charge and spin: 211.8 21.5 52.9 kcal per mole
Record order is preserved below.
Highest occupied orbital energy: -0.3315 -0.0014 -0.3563 Ha